C25H28Cl2N2O4Ti | ωB97M-V/def2-TZVPD

Values from the calculation:
gap between HOMO and LUMO = 4.64 eV
total charge = -2
largest force on an atom = 2.5 eV/Å
E = -3149.97713 a.u.
energy above the lowest of the compared OMol25 structures with the same formula, charge and spin = 0.0 kcal/mol

Geometry as XYZ:
```
62
Properties=species:S:1:pos:R:3:forces:R:3:lowdin_charge:R:1
C -3.41206 2.29578 -0.29659 -0.3 -1.6 -0.6 -0.34
C -3.95578 1.26605 0.55978 0.7 0.1 -1.4 -0.32
C -4.13441 0.07486 -0.22779 -0.2 1.4 -1.0 -0.30
C -4.26329 1.39127 2.00121 0.4 -0.2 0.7 -0.13
C -3.83903 0.38536 -1.58148 -0.9 1.7 1.3 -0.28
C -3.40081 1.75604 -1.64612 -0.1 -1.0 1.3 -0.30
C -3.05155 2.50710 -2.87412 -0.2 0.1 0.0 -0.08
C -3.14686 3.71648 0.05152 -0.2 0.3 0.0 -0.10
C -4.61686 -1.24305 0.26302 0.3 -0.2 0.5 -0.10
C -4.11851 -0.48764 -2.75367 0.2 0.1 -0.2 -0.07
Ti -1.24466 1.08260 -0.27884 -1.5 -0.5 -0.7 0.77
Cl -1.96815 -0.53917 1.72421 0.4 -2.1 0.1 0.09
Cl -0.79086 1.89887 1.85118 1.1 2.2 0.5 0.00
O -1.39628 -0.10579 -1.71325 0.8 -1.4 0.4 -0.34
H -3.86444 2.32906 2.41448 -0.3 -0.1 -0.1 0.06
H -3.70568 0.57691 2.50203 -0.5 0.4 0.1 -0.02
H -5.33545 1.29104 2.23769 0.1 0.1 -0.1 0.07
H -4.08682 -1.52723 1.18194 -0.2 0.2 -0.2 0.01
H -4.40534 -2.04376 -0.44308 -0.1 0.0 -0.2 0.06
H -5.68280 -1.21555 0.46826 -0.5 -0.1 0.0 0.06
H -3.99083 -1.55544 -2.55812 0.1 0.0 0.1 0.06
H -3.48695 -0.23369 -3.60959 0.0 0.0 0.1 0.06
H -5.16043 -0.32834 -3.04835 -0.1 -0.1 -0.2 0.07
H -2.62806 1.84994 -3.63226 0.1 0.0 -0.1 0.07
H -2.33963 3.30719 -2.66780 0.1 -0.1 0.0 0.05
H -3.96502 2.95900 -3.27192 0.0 0.2 -0.4 0.06
H -2.79846 3.79877 1.07986 0.1 0.1 0.0 0.04
H -4.04718 4.33491 -0.06186 -0.1 0.1 0.0 0.07
H -2.37999 4.13596 -0.60658 0.0 0.0 0.2 0.06
H -1.39062 -1.06396 -1.46669 0.2 0.9 -0.1 0.02
O -0.39755 2.46748 -1.21782 1.5 -0.3 0.1 -0.36
H 0.59770 2.59316 -1.30663 -1.9 -0.5 0.6 0.04
O -0.56841 -2.40872 -0.25677 1.8 0.5 0.9 -0.01
C 0.33941 -1.69469 0.18201 -0.4 0.6 -0.5 -0.57
N 1.58125 -2.10496 0.69345 -0.9 -1.4 -0.3 0.13
C 2.59516 -1.09580 0.59720 0.0 0.0 0.3 -0.27
C 1.67534 0.12082 0.21394 -0.2 1.2 0.0 -0.45
O 2.11589 1.26058 -0.02457 -0.1 -1.5 0.4 0.01
N 0.38967 -0.28988 0.14800 1.4 -0.1 -0.7 -0.03
C 3.29130 -0.99469 1.96276 -0.5 0.0 -0.4 -0.14
C 2.98749 0.02659 2.85382 0.4 0.2 0.0 0.01
C 3.62961 0.09965 4.09263 -0.1 -0.5 -0.3 -0.07
C 4.50378 -0.93186 4.45664 0.0 0.2 0.2 -0.12
C 4.72533 -2.02429 3.61206 -0.3 0.3 0.0 -0.10
C 4.09927 -2.05046 2.37072 0.3 0.2 0.3 -0.06
C 3.54442 -1.31618 -0.59263 -0.1 0.3 0.7 -0.13
C 4.90260 -1.01913 -0.53254 0.2 -0.1 -0.4 -0.03
C 5.69639 -1.10986 -1.68316 -0.3 -0.2 -0.1 -0.10
C 5.11342 -1.48745 -2.90358 0.0 0.2 0.1 -0.11
C 3.74269 -1.78222 -2.95613 0.3 0.0 0.4 -0.08
C 2.97693 -1.70445 -1.79324 0.2 -0.3 -0.8 -0.01
H 1.77310 -3.08498 0.88270 -0.1 0.5 -0.3 0.15
H 2.26001 0.76557 2.54930 0.0 0.2 0.1 0.11
H 3.41350 0.94625 4.75355 0.2 -0.4 -0.2 0.10
H 4.99477 -0.89646 5.42601 0.0 0.0 -0.1 0.08
H 5.37115 -2.84953 3.90970 -0.1 0.2 0.0 0.09
H 4.24685 -2.89143 1.71189 0.1 -0.1 -0.2 0.11
H 5.33899 -0.72048 0.41574 0.0 0.0 -0.2 0.11
H 6.76861 -0.89146 -1.61775 -0.4 0.0 -0.1 0.09
H 5.71623 -1.50931 -3.81946 -0.2 -0.1 0.4 0.09
H 3.25589 -2.07324 -3.88729 0.2 0.1 0.2 0.10
H 1.92602 -1.96217 -1.83758 0.0 0.1 0.0 0.12
```
Positions in Å, forces in eV/Å.


C25H28Cl5IN2OSi2Ti | ωB97M-V/def2-TZVPD

Values from the calculation:
gap between HOMO and LUMO (spin up / spin down) = 3.95 / 5.97 eV
total charge = -2
largest force on an atom = 1.6 eV/Å
E = -5181.31398 a.u.
spin multiplicity = 3
energy above the lowest of the compared OMol25 structures with the same formula, charge and spin = 29.9 kcal/mol

Geometry as XYZ:
```
65
Properties=species:S:1:pos:R:3:forces:R:3:mulliken_spin:R:1
Ti -0.02058 0.30672 -0.28410 -1.0 0.1 -0.6 0.90
Cl 0.45449 0.28225 2.47062 0.2 0.1 0.1 0.00
C 2.05703 0.29352 1.75339 0.1 0.0 0.3 -0.01
C 2.07303 0.22610 0.37058 1.1 -0.2 0.2 -0.01
C 3.33318 -0.10149 -0.12694 0.2 0.2 0.0 0.06
Cl 3.53484 -0.49155 -1.82526 -0.1 0.0 0.1 0.00
C 4.48848 -0.17340 0.66509 0.0 0.0 -0.5 0.00
Cl 6.04133 -0.52767 -0.03607 -0.1 0.0 0.0 0.00
C 4.40888 0.03961 2.03085 0.1 0.0 0.2 0.01
Cl 5.83020 0.03416 3.02269 0.0 0.0 0.0 0.00
C 3.16075 0.24012 2.59689 -0.3 0.1 0.2 -0.01
Cl 2.98864 0.38808 4.31927 0.0 0.0 -0.1 0.00
I 1.33043 2.31279 -2.42671 0.0 0.1 -0.1 0.01
C 0.50027 3.22959 -0.72590 0.2 -0.1 0.1 0.19
C 0.66288 4.56958 -0.56725 -0.3 0.2 0.3 -0.15
C 0.05714 5.20304 0.55393 0.0 -0.2 0.0 0.49
C -0.67542 4.34608 1.42438 0.1 0.2 -0.2 -0.09
C -0.74914 3.00805 1.19702 0.1 -0.2 -0.3 0.18
N -0.14363 2.35507 0.11217 0.1 1.5 0.4 0.28
H 1.22196 5.13024 -1.30519 -0.1 0.0 0.0 -0.01
H 0.10309 6.27510 0.69376 0.0 -0.1 0.0 0.07
H -1.19363 4.74398 2.28956 0.0 0.0 0.0 -0.01
H -1.31676 2.37065 1.85665 0.0 -0.1 0.0 0.03
C 0.16788 -1.19055 -1.61645 0.2 -0.4 -0.2 -0.03
C 0.28070 -2.07309 -2.77794 -0.1 0.1 0.3 -0.01
C -0.09302 -3.41981 -2.70784 0.0 -0.3 -0.2 -0.01
C -0.03630 -4.23423 -3.83614 0.0 0.2 0.1 0.00
C 0.41447 -3.72932 -5.05208 0.0 0.0 0.1 0.00
C 0.80705 -2.39710 -5.12528 0.0 0.1 0.1 0.00
C 0.73320 -1.58222 -3.99971 0.1 0.1 -0.4 0.00
H -0.40721 -3.80555 -1.74764 0.0 0.0 0.0 0.00
H -0.33708 -5.27406 -3.76324 0.0 0.0 0.0 0.00
H 0.45894 -4.36417 -5.93024 0.0 0.0 0.0 0.00
H 1.16856 -1.98827 -6.06366 0.0 0.0 0.0 0.00
H 1.02788 -0.53939 -4.05852 0.0 0.0 0.0 0.00
O 0.13716 -2.79462 0.12559 -0.1 0.1 -0.1 0.02
N 0.10092 -1.61130 -0.38824 0.1 -1.5 0.2 -0.01
C -4.90710 -1.10271 1.29985 -0.2 -0.2 -0.1 0.00
Si -3.30752 -0.08765 1.42136 0.0 -0.1 0.3 0.01
C -2.34776 -1.02580 2.74579 0.1 -0.2 0.2 0.00
C -3.86123 1.55710 2.18531 -0.1 0.3 0.1 0.01
C -2.39479 0.07237 -0.12468 0.0 0.2 -0.1 0.06
Si -3.19840 0.98016 -1.48087 0.0 0.0 -0.1 -0.01
C -5.08786 1.18079 -1.38341 -0.3 0.0 0.1 0.01
C -2.88817 0.10348 -3.10593 0.0 -0.2 -0.4 0.00
C -2.64504 2.75218 -1.73784 0.1 0.4 0.0 0.02
H -5.30030 -1.33057 2.30179 0.1 0.0 -0.1 0.00
H -4.71728 -2.05480 0.78194 0.0 0.2 0.1 0.00
H -5.68036 -0.56898 0.74407 0.0 0.0 0.0 0.00
H -3.02758 -1.66728 3.31988 0.1 0.0 0.0 0.00
H -1.84824 -0.35438 3.45555 -0.1 -0.1 -0.1 0.00
H -1.57795 -1.65995 2.28538 -0.2 0.0 0.1 0.00
H -4.85599 1.44084 2.63471 0.1 0.1 0.0 0.00
H -3.91656 2.35408 1.43162 0.0 -0.1 0.1 -0.01
H -3.17451 1.89784 2.97145 -0.1 0.0 -0.1 0.00
H -2.32448 -0.96744 -0.47197 0.0 -0.1 0.0 -0.02
H -5.60399 0.21646 -1.46539 0.0 0.1 0.0 0.00
H -5.44618 1.83382 -2.19148 0.0 -0.1 0.1 0.00
H -5.38069 1.63606 -0.42536 0.0 -0.1 -0.2 0.00
H -3.25850 -0.93056 -3.06828 0.1 0.1 0.0 0.00
H -1.81040 0.05525 -3.29968 -0.1 0.0 0.0 0.00
H -3.37351 0.61722 -3.94885 0.1 -0.1 0.1 0.00
H -2.58021 3.30983 -0.79423 0.0 0.0 -0.2 0.01
H -3.36612 3.26043 -2.39209 0.1 0.0 0.0 0.00
H -1.65926 2.80225 -2.21299 -0.1 0.0 0.1 0.00
```
Positions in Å, forces in eV/Å.


C25H28Cl5O2Tb | ωB97M-V/def2-TZVPD

Values from the calculation:
gap between HOMO and LUMO (spin up / spin down) = 8.25 / 8.34 eV
largest force on an atom = 2.4 eV/Å
E = -4245.21156 a.u.
spin multiplicity = 7
energy above the lowest of the compared OMol25 structures with the same formula, charge and spin = 0.0 kcal/mol

Geometry as XYZ:
```
61
Properties=species:S:1:pos:R:3:forces:R:3:mulliken_spin:R:1
O 0.39806 0.28773 -7.32718 0.0 0.5 -2.3 0.00
C 0.30065 1.60129 -7.98227 0.1 0.5 0.5 0.00
C 0.13995 1.03512 -9.37543 0.0 -0.3 0.3 0.00
H 1.23044 2.17366 -7.87371 -0.3 0.0 0.3 0.00
H -0.57603 2.16772 -7.64657 0.3 -0.1 0.3 0.00
C 0.29378 -0.32340 -8.66197 0.0 0.0 -1.2 0.00
H 0.94994 1.27262 -10.06358 -0.2 0.0 0.0 0.00
H -0.83981 1.20457 -9.82235 0.2 0.0 -0.1 0.00
C 1.56190 -1.02386 -9.09210 0.2 -0.3 0.1 0.00
H 2.43692 -0.36448 -9.06160 -0.2 -0.1 0.2 0.00
H 1.45279 -1.37618 -10.12442 0.0 0.1 0.1 0.00
H 1.73688 -1.89766 -8.46250 0.2 0.0 0.0 0.00
C -0.91761 -1.20431 -8.84750 -0.1 -0.3 0.2 0.00
H -1.84935 -0.69016 -8.58644 0.2 -0.1 0.1 0.00
H -0.80344 -2.11008 -8.24986 -0.2 0.0 0.1 0.00
H -0.99295 -1.50759 -9.89943 0.1 0.1 0.2 0.00
Tb 0.24324 0.22310 -0.12083 -0.1 1.2 1.5 6.16
C -1.94714 -0.32013 1.14127 -0.6 0.2 -0.1 -0.02
C -1.87971 1.09343 1.27145 -0.3 -0.2 -0.2 0.01
C -2.03349 1.67042 -0.01792 -0.1 -0.2 -0.2 -0.02
H -1.80683 1.64236 2.21237 0.2 -0.3 -0.4 0.00
C -2.21249 0.60604 -0.95372 -0.6 -0.2 0.4 0.00
C -2.16039 -0.62696 -0.23645 -0.7 0.4 -0.1 -0.02
H -2.34298 -1.61975 -0.66082 0.2 0.5 0.2 0.00
H -1.93673 -1.03722 1.96708 0.2 0.4 -0.5 0.00
H -2.10594 2.74165 -0.24248 0.2 -0.6 0.1 0.00
H -2.49268 0.71857 -2.00634 0.4 0.0 0.4 0.00
C 1.32238 -1.68337 1.35217 0.1 -0.5 -0.5 0.00
C 0.38603 -2.28327 0.46516 0.7 -0.3 0.0 -0.04
C 0.85225 -2.09646 -0.86942 0.5 -0.3 0.1 0.01
H -0.49002 -2.86672 0.76052 0.3 0.4 -0.1 0.00
C 2.08805 -1.37288 -0.80590 0.3 -0.9 0.5 -0.01
C 2.38290 -1.13757 0.57199 -0.1 -0.6 -0.5 -0.03
H 3.30703 -0.70087 0.95547 -0.5 0.1 -0.1 0.00
H 1.26737 -1.72018 2.44103 0.0 0.2 -0.5 0.00
H 0.39672 -2.51338 -1.77136 0.1 0.3 0.4 0.00
H 2.73287 -1.13122 -1.65559 -0.3 0.0 0.4 0.00
O 0.43051 0.73544 -2.47288 0.1 0.5 -0.4 -0.02
C 0.05251 -0.24579 -3.49570 0.2 0.3 0.7 0.01
C -0.28784 0.57419 -4.71709 -0.6 -0.2 0.3 0.00
H -0.79088 -0.84062 -3.10766 0.3 0.3 -0.1 0.00
H 0.91313 -0.92028 -3.62564 -0.2 0.3 -0.1 0.00
C 0.46919 1.89866 -4.54533 0.6 -0.4 0.0 0.00
H -1.37223 0.75361 -4.73839 0.2 0.0 0.0 0.00
H -0.00387 0.01940 -5.60432 -0.2 0.3 0.3 0.00
C 0.48868 2.10459 -3.04245 -0.3 -0.8 0.7 0.00
H 0.01837 2.74100 -5.08000 0.1 -0.2 0.1 0.00
H 1.51027 1.76589 -4.87731 -0.3 0.1 -0.1 0.00
H -0.37896 2.66786 -2.66605 0.1 -0.2 -0.1 0.00
H 1.40046 2.54481 -2.62713 -0.2 0.1 -0.3 0.00
Cl -0.23712 0.06533 4.05222 -0.2 -0.1 0.3 0.00
C 0.85083 1.26846 3.45503 1.1 1.3 0.3 0.02
C 1.08338 1.37295 2.10044 -0.4 -0.8 -1.4 -0.05
C 2.03077 2.24275 1.62892 0.2 0.6 1.9 0.00
Cl 2.36706 2.20407 -0.11267 0.2 0.5 0.0 -0.01
C 2.74229 3.11105 2.48739 -0.6 -0.7 0.1 0.00
Cl 3.90585 4.19145 1.85344 0.3 0.3 0.0 0.00
C 2.47183 3.05338 3.87797 -0.6 -0.7 -1.0 0.00
Cl 3.28423 4.10166 4.95214 0.2 0.2 0.2 0.00
C 1.52437 2.12179 4.36919 0.0 -0.2 -1.1 0.00
Cl 1.18792 2.03555 6.04310 0.0 0.0 0.3 0.00
```
Positions in Å, forces in eV/Å.


C25H28F3LiO | ωB97M-V/def2-TZVPD

Values from the calculation:
gap between HOMO and LUMO = 3.99 eV
largest force on an atom = 3.1 eV/Å
E = -1351.70368 a.u.
energy above the lowest of the compared OMol25 structures with the same formula, charge and spin = 43.5 kcal/mol

Geometry as XYZ:
```
58
Properties=species:S:1:pos:R:3:forces:R:3:lowdin_charge:R:1
C 1.02153 1.67033 -3.17776 -0.1 -0.1 0.1 -0.05
C 1.96115 0.46448 -2.96914 0.1 0.0 0.5 -0.54
C 1.53720 -0.64938 -3.93454 -0.1 0.0 -0.2 -0.09
C 3.37894 0.93637 -3.34305 0.0 0.1 0.0 -0.06
C 1.90791 0.03285 -1.46903 0.3 0.5 -0.2 -0.09
C 1.60668 -1.25623 -1.06035 0.4 -0.2 -0.2 -0.04
C 1.50557 -1.64528 0.28873 0.6 -0.8 0.0 -0.21
C 1.36988 -3.15325 0.64973 -2.4 0.4 -2.0 -0.07
C 0.24767 -3.23859 1.74583 -0.4 -0.5 0.6 -0.48
F -0.35916 -4.46621 1.70283 0.5 0.4 0.3 0.09
F 0.80332 -3.07182 3.01017 -0.8 -0.3 -1.3 0.09
F -0.83987 -2.38476 1.66795 2.2 -0.7 -0.2 0.12
C 1.53966 -0.58972 1.23260 0.8 -0.3 0.3 -0.01
C 1.96302 0.69318 0.92911 -0.4 -0.1 0.1 -0.08
C 2.11611 1.76269 2.05183 -0.1 -0.3 -0.3 -0.54
C 3.56042 2.25803 2.08207 0.3 0.0 -0.3 -0.06
C 1.75908 1.21250 3.43376 -0.1 0.0 0.2 -0.08
C 1.20611 2.94819 1.72802 -0.2 0.2 -0.2 -0.06
C 2.26480 1.04485 -0.45923 0.3 -0.2 0.2 -0.33
O 2.82115 2.14031 -0.75088 -0.6 -0.3 -0.2 -0.08
H 1.37756 2.51097 -2.57039 -0.2 -0.2 -0.1 0.08
H 1.00687 1.99270 -4.22992 0.0 -0.2 0.2 0.08
H 0.00595 1.39082 -2.87156 0.1 0.2 -0.1 0.09
H 2.23055 -1.50365 -3.93825 0.0 0.0 0.1 0.05
H 0.52742 -1.03477 -3.73316 0.2 0.1 0.0 0.09
H 1.54420 -0.25290 -4.96034 0.0 -0.1 0.2 0.08
H 4.11269 0.12687 -3.24040 0.0 0.0 0.1 0.07
H 3.40172 1.28482 -4.38519 0.0 -0.1 0.1 0.08
H 3.65787 1.77370 -2.69102 0.0 -0.4 -0.2 0.07
H 1.43946 -2.01882 -1.82979 0.0 0.1 0.1 0.09
H 0.93954 -3.66562 -0.23400 -0.4 0.6 0.3 0.14
H 1.30922 -0.78961 2.27741 0.1 -0.2 -0.2 0.09
H 3.80810 2.64895 1.09552 0.1 0.0 0.1 0.07
H 3.70504 3.05080 2.82182 -0.1 -0.1 0.1 0.08
H 4.24411 1.43779 2.30995 0.1 0.0 0.1 0.08
H 0.71627 0.88785 3.48378 0.0 -0.1 0.0 0.08
H 2.40967 0.38009 3.72578 -0.1 0.0 -0.1 0.08
H 1.86636 1.98060 4.20929 0.1 0.1 -0.3 0.08
H 0.15821 2.63917 1.67626 0.0 0.0 0.0 0.09
H 1.27674 3.73860 2.48093 0.1 -0.1 0.1 0.08
H 1.49563 3.38088 0.76754 -0.1 -0.1 0.1 0.08
C 2.75027 -6.61883 1.17370 -0.7 1.7 0.1 0.01
Li 4.28261 -3.98529 -2.79112 -0.4 0.1 0.0 0.80
C 2.28052 -5.41563 1.69525 -0.7 -1.7 1.2 -0.02
C 2.65219 -4.20972 0.92774 1.0 2.0 1.4 -0.15
C 3.66051 -4.85122 -0.02498 0.4 1.3 -0.8 -0.13
C 3.62771 -6.27877 0.04877 0.5 0.7 -0.3 -0.15
C 4.50680 -7.02860 -0.78368 -0.8 0.2 1.3 -0.02
C 5.46690 -6.37737 -1.53660 1.2 0.4 0.1 -0.11
C 5.67137 -4.98620 -1.42367 -0.5 0.1 0.0 -0.19
C 4.75993 -4.21357 -0.64670 -0.5 -0.6 -0.8 -0.10
H 2.52613 -7.64459 1.48814 0.1 0.7 0.1 0.12
H 1.61895 -5.30665 2.59548 0.8 -0.5 -1.1 0.13
H 3.10988 -3.30804 1.45266 0.6 -1.9 0.3 0.18
H 4.52988 -8.11211 -0.68411 -0.1 0.2 -0.3 0.12
H 6.25252 -6.93709 -2.06271 -0.6 0.0 0.1 0.12
H 6.54160 -4.52524 -1.93735 -0.6 -0.3 0.6 0.11
H 4.88167 -3.12794 -0.63237 -0.1 -0.1 0.4 0.12
```
Positions in Å, forces in eV/Å.


What is the E in the third record?
-4245.21156 a.u.


Which value of energy above the lowest of the compared OMol25 structures with the same formula, charge and spin does entry 1 give?
0.0 kcal/mol